1.
The following is a DFT calculation (wB97M-V/def2-TZVPD) of an isolated molecule of C7H12N2.

Geometry as XYZ:
```
21
Properties=species:S:1:pos:R:3:forces:R:3
C -0.007357 1.800555 -0.664362 -0.48 1.33 -0.89
C 0.356510 0.400781 -0.249259 1.61 -0.37 1.16
C 1.908948 0.303036 -0.016209 -0.23 -1.09 -2.15
C -0.140972 -0.671357 -1.196383 -0.88 -0.81 0.68
C -1.587048 -1.058561 -0.840123 0.27 1.12 -1.77
N -2.261835 -1.000996 0.221392 0.69 0.69 0.25
N -1.582570 -0.446991 1.342641 -0.04 0.91 -0.66
C -0.437069 -1.212775 1.736041 -0.58 1.84 1.78
C -0.197709 0.187848 1.133785 -1.98 -1.91 1.73
H -1.102210 2.036164 -0.766642 0.97 -0.56 0.07
H 0.414353 2.563080 -0.017573 -0.14 -0.12 0.80
H 0.511237 2.091647 -1.577626 -0.28 -0.38 -0.58
H 2.468855 0.263483 -0.996518 -0.59 0.28 0.79
H 2.184032 1.194330 0.490648 0.68 0.55 0.74
H 2.211107 -0.633906 0.500268 -0.41 0.76 0.00
H 0.394951 -1.608726 -1.013259 0.37 0.12 -0.08
H -0.011437 -0.457181 -2.281125 -0.31 0.13 0.83
H -2.180136 -1.241327 -1.699095 -0.59 -0.95 -0.82
H -0.239092 -2.093766 1.223347 0.52 -1.28 -1.32
H -0.626101 -1.414491 2.791253 1.35 0.23 0.18
H -0.076459 0.999155 1.878797 0.07 -0.49 -0.75
```
Forces are in eV/Å.

## Properties
relative energy (zero: lowest compared OMol25 entry of this formula, charge and spin) = 263.1 kJ/mol
SMILES = CC1(C)CC=NN2C[C@H]21
2S+1 = 1

2.
The following is a DFT calculation (wB97M-V/def2-TZVPD) of a structure of composition C7H12N2O.

Geometry as XYZ:
```
22
Properties=species:S:1:pos:R:3:forces:R:3
C -0.308757 -1.369346 -2.443902 -0.23 -0.22 -0.18
C -0.318084 -0.018164 -1.761094 0.29 -1.04 0.11
N -0.992900 1.076965 -2.449522 0.23 0.25 -0.13
C -1.575800 0.591785 -1.210337 0.07 0.04 0.43
C -2.901626 -0.094461 -1.254303 -0.01 -0.18 -0.19
C -3.611728 -0.401747 0.040021 0.04 -0.18 0.15
C -4.129248 0.682665 -0.861135 -0.13 0.21 -0.04
C 0.937275 0.327005 -1.059828 2.11 2.05 2.95
N 1.734645 1.260485 -0.961283 0.27 -0.45 0.58
H -1.187333 -1.465573 -3.090630 0.20 0.08 0.14
H 0.579727 -1.479789 -3.080098 -0.19 0.04 0.23
H -0.339624 -2.191242 -1.713948 0.14 0.26 -0.15
H -0.493502 1.953401 -2.308195 -0.05 -0.13 -0.04
H -1.429199 1.219561 -0.324451 -0.05 -0.11 -0.20
H -3.028783 -0.813920 -2.064963 0.05 0.25 0.25
H -4.175912 -1.333171 0.103211 0.20 0.30 0.00
H -3.121893 -0.101450 0.968535 -0.16 -0.09 -0.27
H -3.989619 1.717069 -0.541686 -0.05 -0.31 -0.11
H -5.048257 0.496114 -1.417393 0.29 0.08 0.17
O 1.395743 -0.317034 0.566305 -1.65 -1.37 -1.57
H 2.154138 0.910807 0.270362 -1.47 0.54 -3.11
H 0.517302 -0.439223 0.944971 0.10 -0.01 0.98
```
Forces are in eV/Å.

## Properties
relative energy (zero: lowest compared OMol25 entry of this formula, charge and spin) = 512.7 kJ/mol
2S+1 = 1

| no. | LUMO (eV) | HOMO (eV) | Kohn-Sham gap (eV) |
| --- | --- | --- | --- |
| 1 | 0.80 | -8.67 | 9.47 |
| 2 | 0.65 | -9.37 | 10.01 |